249
Properties=species:S:1:pos:R:3:mulliken_charge:R:1 method="wB97M-V/def2-TZVPD" homo_lumo_gap_ev=9.368 largest_force_ev_per_a=4.1 lumo_ev=0.46 spin_multiplicity=1
C -4.363 -2.858 8.176 -1.1181
C -4.013 -2.667 6.760 0.6073
O -4.580 -3.299 5.850 -0.7088
N -3.077 -1.734 6.442 0.6014
C -2.462 -1.810 5.127 0.0532
H -5.298 -2.257 8.250 0.2352
H -3.698 -2.444 8.908 0.2788
H -4.680 -3.889 8.394 0.3976
H -2.534 -1.248 7.159 0.0680
H -1.431 -1.388 5.168 -0.3754
H -2.885 -1.164 4.334 -0.1673
H -2.468 -2.829 4.678 0.3566
C -2.985 -4.861 2.021 -1.1136
C -1.473 -4.857 1.689 0.6396
O -0.569 -4.474 2.436 -0.6624
N -1.211 -5.167 0.382 -0.0047
C 0.154 -4.995 -0.070 -0.6367
H -3.611 -5.278 1.245 0.3851
H -3.151 -3.851 2.216 0.2124
H -3.153 -5.513 2.887 0.3572
H -1.923 -5.278 -0.276 0.0289
H 0.216 -5.431 -1.074 0.2537
H 0.838 -5.563 0.589 0.3830
H 0.412 -3.957 -0.137 -0.0011
C 7.548 -5.061 -2.136 -1.1274
C 6.124 -5.437 -1.683 0.7167
O 5.690 -6.559 -1.848 -0.6323
N 5.476 -4.383 -1.126 -0.1515
C 4.158 -4.467 -0.466 -0.8983
H 8.312 -5.454 -1.550 0.3611
H 7.677 -3.965 -2.152 0.2901
H 7.751 -5.415 -3.149 0.2950
H 6.042 -3.527 -0.783 0.3020
H 3.984 -3.508 -0.013 0.4516
H 4.197 -5.321 0.172 0.4073
H 3.403 -4.717 -1.249 0.0110
C 0.173 -2.335 8.981 -1.2097
C -0.160 -1.012 8.315 0.7828
O -1.331 -0.619 8.347 -0.8220
N 0.882 -0.288 7.821 0.0861
C 0.769 1.008 7.227 -0.5742
H -0.244 -2.254 9.971 0.4526
H 1.221 -2.535 8.945 0.3298
H -0.372 -3.153 8.468 0.1476
H 1.685 -0.744 7.610 0.2923
H 1.445 1.675 7.728 0.3210
H -0.185 1.502 7.369 -0.2949
H 0.878 0.956 6.130 0.3767
C 1.383 -1.642 4.149 0.4226
C 1.578 -2.645 5.252 0.3985
O 2.026 -2.378 6.341 -0.7227
N 1.019 -3.865 4.946 0.2030
C 0.932 -4.975 5.882 -1.1098
H 2.279 -1.004 4.056 0.4992
H 0.589 -0.951 4.410 -0.6821
H 1.024 -2.144 3.270 -0.1836
H 0.589 -4.055 4.073 0.2959
H -0.052 -5.365 5.681 0.3693
H 0.847 -4.652 6.896 0.3071
H 1.659 -5.763 5.695 0.3015
C -2.632 1.327 -3.849 -0.0844
C -2.468 1.137 -2.443 -0.5874
O -1.423 0.878 -1.888 0.6527
N -3.599 1.170 -1.655 -0.1034
C -3.702 0.780 -0.230 -1.0115
H -3.608 1.703 -4.158 0.6718
H -2.549 0.405 -4.471 -0.5754
H -1.895 2.000 -4.208 0.3248
H -4.464 1.306 -2.181 0.2563
H -4.121 -0.235 -0.178 0.2987
H -4.309 1.457 0.312 0.5817
H -2.653 0.725 0.051 -0.0234
C -2.074 3.551 0.274 0.9836
C -1.624 4.896 0.693 -0.0153
O -1.099 5.578 -0.187 -0.8137
N -1.844 5.396 1.972 0.4403
C -1.465 6.765 2.344 -0.9886
H -2.441 3.651 -0.743 0.4819
H -2.907 3.277 0.922 -0.3507
H -1.276 2.834 0.364 -0.5087
H -2.225 4.743 2.642 -0.2672
H -2.248 7.474 2.077 0.2949
H -0.569 7.029 1.794 0.3508
H -1.123 6.832 3.394 0.2447
C 2.546 6.029 -0.381 -1.3139
C 2.524 4.548 -0.424 0.8381
O 3.569 3.892 -0.295 -0.6486
N 1.312 4.024 -0.556 0.3228
C 1.003 2.562 -0.607 0.5665
H 3.220 6.372 -1.134 0.3337
H 3.074 6.222 0.587 0.2730
H 1.602 6.510 -0.424 0.2936
H 0.525 4.619 -0.758 0.4026
H 0.443 2.303 -1.481 0.0999
H 0.425 2.180 0.226 -1.1894
H 2.016 2.068 -0.522 0.0933
C 4.841 0.568 -1.680 -0.7718
C 4.619 1.734 -2.693 -0.2878
O 4.765 1.153 -3.998 0.1258
P 4.961 1.950 -5.353 0.7943
O 4.702 1.034 -6.475 -0.8312
O 4.017 3.207 -5.232 -0.3401
C 3.265 3.640 -6.425 0.1704
C 4.205 4.483 -7.331 -1.2938
O 6.399 2.567 -5.329 -0.3859
C 7.568 1.742 -5.534 -0.2559
C 7.957 1.924 -7.010 -1.1102
H 5.822 0.062 -1.678 0.3591
H 4.708 0.888 -0.648 0.4180
H 4.135 -0.248 -1.918 -0.2079
H 3.593 2.094 -2.539 0.1154
H 5.306 2.582 -2.627 0.5668
H 2.852 2.806 -6.994 -0.0953
H 2.444 4.284 -6.064 0.3638
H 4.639 5.197 -6.623 0.3177
H 5.004 3.867 -7.823 0.2351
H 3.601 4.973 -8.085 0.4896
H 8.328 2.136 -4.901 0.4749
H 7.399 0.679 -5.357 0.2097
H 7.958 3.011 -7.166 0.2460
H 8.958 1.565 -7.196 0.4510
H 7.257 1.334 -7.572 0.2283
C -4.725 -0.184 -6.483 -1.0183
C -3.624 0.766 -6.772 -0.3255
O -2.423 0.036 -6.734 -0.0163
P -0.979 0.741 -6.811 -0.3029
O -0.861 2.049 -6.117 -0.8110
O -0.127 -0.370 -6.151 0.6609
C 1.127 -0.257 -5.476 1.1214
C 0.884 0.409 -4.055 -0.0946
O -0.654 0.748 -8.357 -0.2261
C 0.408 1.536 -8.920 -0.2264
C 1.750 0.865 -9.015 -1.0149
H -4.612 -0.642 -5.447 0.0656
H -5.662 0.329 -6.480 0.4817
H -4.729 -1.011 -7.230 0.2764
H -3.802 1.251 -7.807 0.2863
H -3.605 1.644 -6.144 0.3649
H 1.446 -1.322 -5.363 -0.4165
H 1.847 0.336 -6.019 -0.5724
H 1.842 0.253 -3.537 -0.0916
H 0.788 1.490 -4.063 0.6829
H 0.072 -0.078 -3.490 -0.3110
H 0.033 1.701 -9.897 0.3053
H 0.392 2.484 -8.351 0.3347
H 2.040 0.292 -8.132 0.1428
H 1.817 0.110 -9.785 0.3809
H 2.482 1.575 -9.321 0.3700
C 1.551 -7.300 -7.270 -1.4031
C 1.628 -5.904 -6.824 0.0293
O 1.037 -5.834 -5.465 -0.2584
P 0.985 -4.419 -4.743 0.1269
O 0.640 -4.609 -3.359 -0.3632
O 2.374 -3.694 -4.956 -0.1505
C 3.451 -3.791 -3.975 0.0884
C 4.186 -2.501 -4.010 -0.4276
O 0.030 -3.468 -5.649 0.1771
C -1.317 -3.348 -5.247 2.3174
C -2.206 -3.490 -6.512 -1.6246
H 0.551 -7.681 -7.324 0.3589
H 2.131 -7.334 -8.205 0.3650
H 2.107 -7.865 -6.511 0.3210
H 2.664 -5.608 -6.658 0.2191
H 0.977 -5.200 -7.440 0.1849
H 2.931 -3.910 -3.034 -0.4372
H 4.064 -4.666 -4.193 0.3592
H 4.791 -2.321 -4.967 0.2300
H 3.448 -1.650 -3.850 -0.2277
H 4.881 -2.588 -3.191 0.4395
H -1.598 -4.049 -4.484 -0.7665
H -1.535 -2.318 -4.936 -0.5543
H -1.937 -2.821 -7.304 0.3116
H -2.063 -4.545 -6.850 0.4259
H -3.304 -3.407 -6.425 0.3096
C 1.249 -1.146 -0.559 -0.1308
C 0.273 -0.552 0.462 1.4385
O 0.992 0.096 1.503 -0.4692
C 0.408 1.005 2.300 -0.2517
O 1.103 1.646 3.030 -0.5575
O -0.903 0.992 2.205 0.2248
C -1.725 1.632 3.196 -0.1242
H 0.660 -1.650 -1.326 -0.0843
H 1.944 -1.859 -0.152 0.2721
H 1.857 -0.387 -1.109 -0.6795
H -0.220 -1.412 1.009 0.1251
H -0.397 0.159 -0.051 -0.4861
H -1.816 0.889 3.960 -0.0438
H -2.667 1.818 2.688 -0.1566
H -1.273 2.539 3.537 0.2339
C -6.398 -0.144 6.072 -1.2252
C -5.376 0.642 5.270 0.6454
O -6.005 1.941 4.998 -0.3351
C -5.791 2.463 3.767 0.8138
O -5.089 2.026 2.854 -0.4851
O -6.269 3.668 3.732 -0.3774
C -5.974 4.484 2.628 -0.2781
H -5.966 -1.052 6.470 0.0181
H -7.249 -0.455 5.430 0.3695
H -6.788 0.391 6.972 0.3036
H -5.087 0.160 4.326 0.2504
H -4.613 0.763 6.010 -0.1472
H -6.303 4.159 1.619 0.2764
H -4.859 4.582 2.537 -0.0321
H -6.386 5.482 2.798 0.2381
C -1.860 -7.251 -3.921 -1.5167
C -2.302 -6.187 -2.972 0.8015
O -3.540 -5.550 -3.462 -0.4202
C -4.009 -4.451 -2.948 0.7126
O -5.072 -3.985 -3.239 -0.6277
O -3.111 -3.938 -2.128 -0.0370
C -3.340 -2.648 -1.546 -1.0615
H -1.611 -6.828 -4.891 0.1526
H -2.642 -7.974 -4.065 0.4747
H -1.004 -7.719 -3.479 0.3670
H -1.500 -5.398 -2.849 -0.4794
H -2.503 -6.577 -2.013 0.5663
H -3.755 -2.688 -0.532 0.2519
H -4.029 -2.156 -2.238 0.5257
H -2.421 -2.083 -1.491 0.3123
C -2.284 2.911 8.038 -1.4305
C -3.147 3.145 6.832 1.0035
O -3.313 4.562 6.590 -0.3480
C -3.567 4.962 5.291 0.3903
O -3.415 4.266 4.334 0.1491
O -3.790 6.245 5.183 -0.3556
C -4.235 7.078 6.301 -0.8122
H -1.325 3.397 8.022 0.1716
H -2.123 1.847 8.188 0.1426
H -2.910 3.236 8.897 0.4285
H -4.143 2.705 6.989 0.5059
H -2.783 2.758 5.921 -0.6515
H -5.319 7.218 6.341 0.2804
H -3.898 8.025 5.994 0.3319
H -3.834 6.878 7.300 0.3212
C 0.088 4.278 5.751 0.3139
C 0.719 5.280 6.719 -0.9600
O 2.105 5.052 7.016 -0.3002
C 3.018 5.778 6.299 0.7004
O 2.749 6.606 5.501 -0.5309
O 4.198 5.242 6.576 -0.3300
C 5.305 5.773 5.879 -0.6641
H 0.782 4.194 4.953 0.7646
H -0.861 4.696 5.362 -0.2637
H 0.065 3.229 6.098 -0.2650
H 0.132 5.277 7.648 0.2824
H 0.513 6.292 6.365 0.4322
H 6.183 5.591 6.503 0.2398
H 5.167 6.858 5.820 0.3251
H 5.410 5.366 4.864 0.2709